# C27H76Li2N6O15

A structure of composition C27H76Li2N6O15 (ωB97M-V/def2-TZVPD, OMol25).

Calculated values
* M: 738.81 g mol⁻¹
* orbital gap: 7.81 eV
* total energy: -69292.2300 eV
* energy above the lowest of the compared OMol25 structures with the same formula, charge and spin: 56.7 kJ/mol

Element x y z (Å)
Li: 1.809417 0.177161 -1.292357
Li: -1.721103 0.206291 0.103513
O: 0.310937 -0.154969 0.122163
C: 0.420087 -1.614899 0.144433
C: 0.963927 -2.276799 -1.181887
O: 2.171957 -1.824569 -1.792007
H: -0.549063 -2.058299 0.373013
H: 0.992667 -1.930809 1.016473
H: 0.196607 -2.211899 -1.953327
H: 0.921817 -3.358979 -1.058567
C: 1.997567 1.313621 3.243493
O: 2.532487 2.044271 4.062283
N: 2.177437 -0.000559 3.156943
N: 1.093217 1.734441 2.380033
H: 2.552087 -0.559739 3.909983
H: 1.537757 -0.530819 2.582723
H: 0.586207 1.134191 1.745413
H: 0.906247 2.726941 2.371573
C: -0.515223 4.708461 -3.270907
O: 0.868647 4.649501 -3.054867
C: 1.263477 4.204861 -1.754747
C: 0.979057 2.667841 -1.502917
N: 1.618387 1.740511 -2.458357
C: 3.054997 2.037531 -2.655367
C: 3.984747 1.998681 -1.407747
O: 3.469137 1.114341 -0.405947
C: 4.325877 0.970251 0.664813
H: -0.689803 5.106231 -4.270607
H: -1.020903 5.332391 -2.533947
H: -1.022213 3.744311 -3.232517
H: 0.651387 4.716711 -1.012137
H: 2.304677 4.468721 -1.569367
H: -0.089503 2.455641 -1.467417
H: 1.285397 2.499951 -0.470417
H: 1.140177 1.737641 -3.347967
H: 3.211567 2.961871 -3.211407
H: 3.342397 1.223661 -3.321047
H: 4.001727 3.013351 -1.009927
H: 5.007167 1.721431 -1.664427
H: 4.266187 1.854301 1.299623
H: 5.362767 0.748821 0.411953
H: 3.949497 0.161851 1.291663
C: -3.423173 -2.015449 -1.219897
O: -3.027143 -1.306349 -0.031127
C: -3.905133 -1.640629 1.057313
C: -3.153863 -1.096309 2.282633
N: -2.851783 0.407571 2.114843
C: -2.020113 0.834691 3.189803
C: -1.950633 2.354311 3.135613
O: -3.271823 2.875841 3.468293
C: -3.571423 2.941181 4.872783
H: -2.759973 -1.717839 -2.032117
H: -4.464973 -1.777309 -1.434487
H: -3.144603 -3.045599 -0.997907
H: -4.197063 -2.674599 1.241123
H: -4.792183 -1.017339 0.944423
H: -2.191443 -1.605119 2.228123
H: -3.683493 -1.426699 3.176183
H: -3.682493 0.979211 2.171773
H: -1.049183 0.382611 2.987273
H: -2.411243 0.528551 4.160063
H: -1.652833 2.729761 2.156603
H: -1.175853 2.650331 3.842843
H: -3.274303 2.030831 5.393433
H: -4.632633 3.139921 5.022603
H: -2.962533 3.788091 5.189183
C: -3.541543 -1.285049 -5.452837
O: -2.369403 -0.502649 -5.426047
C: -1.193823 -1.243869 -4.957647
C: -0.268843 -0.377089 -3.994687
N: 0.051997 0.880901 -4.777097
C: 1.180657 0.740431 -5.731697
C: 1.870727 2.114281 -6.154157
O: 0.891227 2.728211 -7.018877
C: 1.163567 4.070841 -7.290537
H: -4.347763 -0.923889 -6.091337
H: -3.946613 -1.484569 -4.460767
H: -3.262273 -2.301499 -5.730237
H: -0.622933 -1.524409 -5.842797
H: -1.484653 -2.123809 -4.383867
H: 0.619967 -0.967659 -3.772507
H: -0.876633 -0.113079 -3.129247
H: -0.803643 0.994761 -5.301517
H: 0.861597 0.213161 -6.630747
H: 1.947067 0.087161 -5.314627
H: 2.829597 1.937501 -6.641407
H: 2.192337 2.733351 -5.316647
H: 1.249197 4.583701 -6.332547
H: 0.246727 4.412601 -7.770857
H: 2.016017 4.284001 -7.935517
C: 0.096967 0.811851 6.719263
O: -1.301343 0.705021 6.280223
C: -2.180953 0.040931 7.172993
C: -1.897733 -1.484919 7.331563
N: -2.012853 -2.162139 6.038193
C: -1.463963 -3.522949 6.060753
C: -0.840583 -4.069359 4.748343
O: 0.216927 -3.085589 4.297553
C: 1.124987 -3.635399 3.352553
H: 0.581697 -0.142759 6.923843
H: 0.191067 1.597331 7.469113
H: 0.721787 1.168121 5.900263
H: -3.162193 0.103021 6.702453
H: -2.128223 0.531731 8.144813
H: -2.628863 -1.845919 8.054913
H: -0.874123 -1.553529 7.699833
H: -1.362743 -1.717909 5.405643
H: -2.340963 -4.114999 6.322413
H: -0.738853 -3.583549 6.872323
H: -1.648793 -4.070579 4.016983
H: -0.328963 -5.030369 4.801183
H: 1.810077 -2.827239 3.096363
H: 0.620417 -4.052199 2.480893
H: 1.754357 -4.411469 3.788093
O: 1.769367 -3.535279 -4.321037
H: 1.792297 -3.015819 -3.517377
H: 2.446417 -3.148479 -4.876207
O: 3.735577 -1.239809 -4.005567
H: 3.090117 -1.353009 -3.307847
H: 4.554877 -1.054169 -3.546747
O: -1.058393 -4.889589 -2.702277
H: -1.339683 -4.748149 -3.606217
H: -0.615473 -4.076719 -2.458797
O: 4.501307 -3.041359 -1.069687
H: 4.315347 -2.839649 -0.152647
H: 3.798617 -2.611499 -1.557227

Cartesian forces (eV/Å) of the 3 atoms listed first:
Li -0.1 -1.1 0.7
Li 0.7 -0.5 0.5
O -0.6 -1.2 -0.4

Mulliken population analysis, charges in e, atoms 1 to 99: Li 0.951; Li 0.851; O -1.179; C 0.487; C -0.454; O -0.294; H 0.121; H -0.600; H -0.882; H 1.066; C 0.213; O -0.764; N 0.075; N 0.625; H 0.227; H -0.212; H -0.487; H 0.207; C -0.684; O -0.278; C -0.985; C 0.100; N 0.642; C -0.735; C -1.327; O 0.304; C -1.031; H 0.265; H 0.335; H 0.204; H 0.490; H 0.243; H 0.446; H -0.250; H -0.444; H 0.491; H 0.562; H 0.423; H 0.596; H 0.333; H 0.345; H 0.149; C -0.528; O 0.061; C -0.959; C -0.019; N -0.046; C 0.281; C -0.540; O -0.433; C -0.304; H -0.379; H 0.380; H 0.468; H 0.486; H 0.380; H -0.155; H 0.557; H 0.314; H -0.134; H -0.168; H 0.216; H 0.336; H -0.067; H 0.299; H 0.303; C -0.748; O -0.366; C -0.729; C 0.377; N -0.287; C -0.811; C -0.317; O -0.354; C -0.721; H 0.282; H 0.166; H 0.366; H 0.524; H 0.479; H -0.619; H -0.044; H 0.589; H 0.514; H 0.439; H 0.461; H 0.011; H 0.251; H 0.262; H 0.279; C -0.487; O -0.068; C -0.687; C -0.653; N -0.149; C -0.752; C -0.558; O -0.163; C -0.855